No. 1
This record from OMol25 describes an isolated molecule of C5H3FOS at a distorted geometry. The level of theory is ωB97M-V/def2-TZVPD.

molecular weight: 130.14 u
E_HOMO: -0.3499 Eh
gap between HOMO and LUMO: 9.634 eV
structure (SMILES): O=Cc1cscc1F
lowest unoccupied orbital energy: 0.004 Ha
2S+1: 1
largest force on an atom: 3.749 eV/A

The geometry in XYZ format:
```
11
Properties=species:S:1:pos:R:3:forces:R:3:lowdin_charge:R:1
O 2.9869 0.0747 -0.0329 0.056 -0.169 0.000 0.074
C 1.9048 0.5974 -0.0004 -0.006 0.673 0.057 -0.250
C 0.6190 -0.0783 0.0384 -0.834 -3.654 -0.101 -0.191
C -0.6009 0.5211 0.0381 0.094 -0.142 0.006 -0.380
S -1.9277 -0.5562 -0.0108 0.360 0.052 0.042 1.006
C -0.9014 -1.9437 -0.0241 0.040 0.058 -0.011 -0.342
C 0.4032 -1.6191 0.0103 0.184 3.194 0.047 -0.301
F 1.4063 -2.4790 0.0214 -0.006 -0.036 -0.031 0.102
H 1.7972 1.7027 -0.0082 0.134 0.008 0.009 0.126
H -0.7873 1.5778 0.0706 -0.008 0.242 -0.043 0.079
H -1.3317 -2.9245 -0.0664 -0.014 -0.225 0.024 0.077
```
Positions in Å, forces in eV/Å.


No. 2
This record from OMol25 describes a structure of composition C5H3LaO3 at a distorted geometry. The level of theory is ωB97M-V/def2-TZVPD.

molecular weight: 249.98 u
E_HOMO: -0.5510 Eh
total charge: +2
gap between HOMO and LUMO: 4.247 eV
lowest unoccupied orbital energy: -0.395 Ha
2S+1: 1
largest force on an atom: 6.227 eV/A

The geometry in XYZ format:
```
12
Properties=species:S:1:pos:R:3:forces:R:3:lowdin_charge:R:1
C 1.8434 1.0103 0.8022 -1.708 0.684 -0.086 -0.138
C 2.9450 0.3863 0.5776 2.446 -1.880 -0.464 -0.106
O 3.9006 -0.2462 0.3139 -1.913 1.400 0.492 0.213
C 1.1020 2.2012 1.3059 0.315 0.326 -0.248 -0.020
C 0.4496 0.8574 1.4002 2.242 -0.222 1.402 -0.390
O -0.5798 0.4861 0.6189 -3.434 -0.364 -5.182 -0.389
C -0.8981 -3.1935 -0.9836 0.146 -0.480 0.124 0.197
O -1.3150 -2.2407 -1.4549 -0.164 0.645 -0.118 -0.140
La -1.7162 0.3532 -1.5051 2.530 0.036 4.409 2.357
H 1.4712 2.6781 2.2177 -0.245 -0.153 -0.218 0.134
H 0.7136 2.8895 0.5491 0.092 -0.121 0.251 0.111
H 0.4515 0.3893 2.3930 -0.307 0.129 -0.361 0.170
```
Positions in Å, forces in eV/Å.


No. 3
This record from OMol25 describes a structure of composition C5H3N at a distorted geometry. The level of theory is ωB97M-V/def2-TZVPD.

molecular weight: 77.09 u
E_HOMO (alpha / beta): -0.3325 / -0.3325 Eh
gap between HOMO and LUMO (alpha / beta): 7.975 / 7.974 eV
lowest unoccupied orbital energy (alpha / beta): -0.039 / -0.039 Ha
2S+1: 1
largest force on an atom: 4.072 eV/A

The geometry in XYZ format:
```
9
Properties=species:S:1:pos:R:3:forces:R:3:lowdin_charge:R:1
C -0.3240 -2.6058 -0.1647 -3.593 1.883 0.345 0.030
C -1.7345 -1.6689 0.1562 3.080 -2.198 -0.627 0.213
C 0.5999 -1.8893 0.4457 0.973 0.266 1.030 -0.261
C 0.3521 -0.0064 0.5598 -0.736 0.601 -0.118 -0.142
C -0.6228 -0.8944 -0.3731 -0.199 0.546 -0.524 -0.294
N 1.2014 -1.0350 1.1436 0.555 -1.030 0.022 0.094
H 0.8991 0.6847 -0.0788 -0.087 -0.047 0.018 0.116
H -0.2004 0.5181 1.3420 0.065 0.068 -0.091 0.119
H -0.6401 -0.5355 -1.3978 -0.056 -0.090 -0.056 0.124
```
Positions in Å, forces in eV/Å.


No. 4
This record from OMol25 describes the ion C5H3N2O3 with charge +1 at a distorted geometry. The level of theory is ωB97M-V/def2-TZVPD.

molecular weight: 139.09 u
E_HOMO: -0.5038 Eh
total charge: +1
gap between HOMO and LUMO: 9.138 eV
lowest unoccupied orbital energy: -0.168 Ha
2S+1: 1
largest force on an atom: 8.678 eV/A

The geometry in XYZ format:
```
13
Properties=species:S:1:pos:R:3:forces:R:3:lowdin_charge:R:1
C 0.2270 0.0604 1.2983 4.842 -0.455 -5.286 0.094
C 1.8404 -0.1479 -1.2776 -3.656 0.577 7.849 -0.139
C -0.6159 -0.0420 -1.0561 -1.293 0.048 -0.354 0.001
C 1.4408 -0.0304 0.5501 -1.019 -0.033 -0.858 0.021
C 3.7208 -0.1595 0.2418 0.986 -0.131 -0.541 -0.311
N 0.6158 -0.1224 -1.7573 0.072 -0.072 -1.380 0.112
N -0.7401 0.0392 0.2674 -0.305 -0.004 -0.145 0.000
O 2.7223 -0.0676 1.0126 -0.299 0.139 1.567 0.189
O 4.8662 -0.2258 0.2826 -0.302 0.039 -0.166 0.343
O 3.0490 -0.2046 -1.3408 0.792 -0.095 -1.126 0.227
H 0.0472 0.1437 2.3489 -0.149 -0.004 0.300 0.137
H 0.4548 -0.1667 -2.7684 0.079 0.003 0.294 0.172
H -1.7181 0.0873 0.5501 0.250 -0.011 -0.154 0.155
```
Positions in Å, forces in eV/Å.


No. 5
This record from OMol25 describes the ion C5H3N2S with charge -1 at a distorted geometry. The level of theory is ωB97M-V/def2-TZVPD.

molecular weight: 123.16 u
E_HOMO (alpha / beta): -0.0949 / -0.0950 Eh
total charge: -1
gap between HOMO and LUMO (alpha / beta): 6.038 / 6.041 eV
lowest unoccupied orbital energy (alpha / beta): 0.127 / 0.127 Ha
2S+1: 1
largest force on an atom: 1.799 eV/A

The geometry in XYZ format:
```
11
Properties=species:S:1:pos:R:3:forces:R:3:lowdin_charge:R:1
C -2.7386 1.7101 1.9940 0.675 -0.500 -0.267 0.062
C -1.9659 0.9400 1.4335 -1.086 1.008 1.021 -0.201
C 0.4377 -1.2175 -0.3861 -0.430 -0.140 0.858 -0.159
C 1.5744 -0.8016 -1.1267 0.773 0.115 -0.732 -0.411
C -1.4277 0.1525 0.4901 0.425 -0.556 -1.346 -0.104
N -0.4174 -0.4750 0.2246 0.213 -0.362 -0.274 0.055
N 1.9115 0.4297 -1.3405 -0.764 -0.343 0.549 -0.587
S 3.2433 0.8039 -2.2221 0.537 0.153 -0.375 0.192
H -3.1241 2.3844 2.7003 -0.228 0.314 0.428 -0.014
H 0.3348 -2.2919 -0.2339 -0.086 0.101 0.087 0.103
H 2.1721 -1.6346 -1.5333 -0.029 0.212 0.052 0.066
```
Positions in Å, forces in eV/Å.


No. 6
This record from OMol25 describes an isolated molecule of C5H3N3O at a distorted geometry. The level of theory is ωB97M-V/def2-TZVPD.

molecular weight: 121.10 u
E_HOMO: -0.3571 Eh
gap between HOMO and LUMO: 8.209 eV
structure (SMILES): O=C1NN=C2C=NC=C12
lowest unoccupied orbital energy: -0.055 Ha
2S+1: 1
largest force on an atom: 8.097 eV/A

The geometry in XYZ format:
```
12
Properties=species:S:1:pos:R:3:forces:R:3:lowdin_charge:R:1
O -2.4308 -1.0315 -0.1798 0.430 -1.076 0.906 0.090
C -1.4347 -0.3884 0.0832 1.891 -3.946 -2.654 -0.434
N -1.5242 0.8935 0.2186 -0.025 2.705 0.753 0.039
N -0.3847 1.6397 0.0091 1.825 0.338 0.066 0.157
C 0.6465 0.8296 -0.2180 -5.570 -2.120 1.358 -0.172
C 2.0654 0.6666 -0.0880 1.269 -0.201 -0.469 -0.125
N 2.3662 -0.5754 0.1831 -0.759 1.061 -1.846 0.087
C 1.0503 -1.4278 0.0005 7.306 -2.270 2.649 0.004
C 0.1099 -0.6163 -0.0687 -5.742 4.343 -0.763 -0.085
H -2.5204 1.0865 0.3666 0.788 1.883 -0.354 0.186
H 2.7423 1.5104 -0.3498 -0.028 -1.007 0.956 0.127
H 1.3984 -2.4320 0.2906 -1.384 0.289 -0.600 0.124
```
Positions in Å, forces in eV/Å.


No. 7
This record from OMol25 describes a cluster of 2 separate species, C5H3N3O in total at a distorted geometry. The level of theory is ωB97M-V/def2-TZVPD.

molecular weight: 121.10 u
E_HOMO: -0.3400 Eh
gap between HOMO and LUMO: 8.723 eV
lowest unoccupied orbital energy: -0.019 Ha
2S+1: 1
largest force on an atom: 5.165 eV/A

The geometry in XYZ format:
```
12
Properties=species:S:1:pos:R:3:forces:R:3:lowdin_charge:R:1
C 2.9969 -1.9964 0.0272 0.896 4.301 0.230 0.207
C 3.1438 -0.7616 0.0117 -0.258 -5.134 0.020 -0.063
C -1.0773 0.5950 -0.2919 -0.947 -0.596 -0.965 -0.240
C 0.9337 1.0336 -0.0006 2.449 -1.260 -0.199 -0.206
C 3.0756 0.6119 -0.0353 -4.808 1.884 -0.059 -0.259
N 0.0785 0.0275 -0.3967 1.769 0.405 0.877 0.061
N 0.3374 2.1585 0.2909 0.512 -0.159 -0.627 0.042
N -0.9922 1.8900 0.0179 2.329 -0.098 0.949 0.021
O 3.7158 1.5695 -0.1490 1.306 0.354 0.028 0.160
H 3.1288 -3.0417 0.1438 -0.251 -0.290 -0.150 0.043
H -1.8932 -0.0480 -0.5006 -1.364 0.458 -0.093 0.106
H -1.5030 2.7218 0.1491 -1.633 0.135 -0.011 0.129
```
Positions in Å, forces in eV/Å.


No. 8
This record from OMol25 describes a structure of composition C5H3N5OS2 at a distorted geometry. The level of theory is ωB97M-V/def2-TZVPD.

molecular weight: 213.25 u
E_HOMO: -0.3344 Eh
gap between HOMO and LUMO: 8.879 eV
lowest unoccupied orbital energy: -0.008 Ha
2S+1: 1
largest force on an atom: 3.765 eV/A

The geometry in XYZ format:
```
16
Properties=species:S:1:pos:R:3:forces:R:3:lowdin_charge:R:1
C -0.5271 -0.6185 1.2351 -2.058 2.456 -1.977 -0.327
C -0.6951 1.4759 -0.2820 1.073 0.095 -2.791 -0.454
C -0.3401 1.3893 -1.6544 -1.841 1.597 0.904 -0.305
C 0.4290 -1.4352 0.3936 -0.027 1.029 0.128 -0.274
C 1.1735 -2.3188 1.1202 -0.871 0.532 -0.625 -0.378
H -1.7999 0.9740 1.0951 -1.154 0.013 1.602 0.098
H -0.4747 0.5102 -2.3805 0.402 1.667 1.499 0.095
H 1.1005 -2.5199 2.1544 -0.082 -0.125 0.790 0.088
N -1.2600 0.4498 0.4620 1.707 -2.125 1.317 0.112
N -0.3638 3.6666 -0.5172 -1.033 -0.066 -0.894 -0.349
N -0.6790 2.7522 0.3083 0.791 -1.518 -0.952 -0.045
N 1.6932 -2.2211 -1.2895 -1.439 1.157 0.945 -0.310
N 0.7631 -1.3501 -0.9810 -0.050 -0.894 1.748 -0.016
O -0.8519 -0.8014 2.3862 0.905 -0.459 -1.251 0.103
S -0.3029 3.1045 -2.1098 1.282 -1.459 0.718 0.922
S 2.1352 -3.0574 0.0596 2.397 -1.901 -1.161 1.039
```
Positions in Å, forces in eV/Å.


Repeat the second record exactly.
This record from OMol25 describes a structure of composition C5H3LaO3 at a distorted geometry. The level of theory is ωB97M-V/def2-TZVPD.

molecular weight: 249.98 u
E_HOMO: -0.5510 Eh
total charge: +2
gap between HOMO and LUMO: 4.247 eV
lowest unoccupied orbital energy: -0.395 Ha
2S+1: 1
largest force on an atom: 6.227 eV/A

The geometry in XYZ format:
```
12
Properties=species:S:1:pos:R:3:forces:R:3:lowdin_charge:R:1
C 1.8434 1.0103 0.8022 -1.708 0.684 -0.086 -0.138
C 2.9450 0.3863 0.5776 2.446 -1.880 -0.464 -0.106
O 3.9006 -0.2462 0.3139 -1.913 1.400 0.492 0.213
C 1.1020 2.2012 1.3059 0.315 0.326 -0.248 -0.020
C 0.4496 0.8574 1.4002 2.242 -0.222 1.402 -0.390
O -0.5798 0.4861 0.6189 -3.434 -0.364 -5.182 -0.389
C -0.8981 -3.1935 -0.9836 0.146 -0.480 0.124 0.197
O -1.3150 -2.2407 -1.4549 -0.164 0.645 -0.118 -0.140
La -1.7162 0.3532 -1.5051 2.530 0.036 4.409 2.357
H 1.4712 2.6781 2.2177 -0.245 -0.153 -0.218 0.134
H 0.7136 2.8895 0.5491 0.092 -0.121 0.251 0.111
H 0.4515 0.3893 2.3930 -0.307 0.129 -0.361 0.170
```
Positions in Å, forces in eV/Å.